Formula: C4H8O2
Source: OMol25
Level of theory: ωB97M-V/def2-TZVPD

ORCA input file:
```
! wB97M-V def2-TZVPD RIJCOSX def2/J DEFGRID3
* xyz 0 1
C -1.69826 1.02973 0.22857
O -0.52133 0.81604 -0.52956
C 0.14178 -0.40621 -0.26163
C 1.43568 -0.42687 -1.06943
C 0.52447 -0.55880 1.20832
O 0.92107 -1.59964 1.67360
H -2.22553 1.88630 -0.20224
H -2.37710 0.16478 0.21310
H -1.46977 1.27261 1.27516
H -0.49353 -1.26291 -0.54646
H 1.21627 -0.38193 -2.13811
H 2.05904 0.43384 -0.80597
H 2.01027 -1.33618 -0.86307
H 0.47693 0.36924 1.81770
*
```

## Properties
DFT total energy = -307.65389 hartree
highest occupied orbital energy = -0.35505 Ha
M = 88.1 g mol⁻¹
largest force on an atom = 0.6 eV/Å
SMILES = CO[C@@H](C)C=O
energy above the lowest of the compared OMol25 structures with the same formula, charge and spin = 36.7 kcal/mol
Kohn-Sham gap = 10.59 eV